Record 1
This record from the Open Molecules 2025 dataset describes a structure of composition C17H23IrO3. The level of theory is ωB97M-V with the def2-TZVPD basis set.

```
! wB97M-V def2-TZVPD RIJCOSX def2/J DEFGRID3
* xyz -2 5
Ir -0.560 -0.249 0.726
C -1.920 0.550 2.563
C -0.699 0.146 3.132
C 0.314 0.987 2.641
H -0.557 -0.696 3.783
C -0.278 1.918 1.769
C -1.659 1.653 1.722
H -2.387 2.198 1.147
H -2.876 0.084 2.730
H 1.367 0.876 2.827
H 0.242 2.665 1.194
C -2.265 -1.647 -0.286
C -2.782 -0.349 -0.245
C -1.966 0.472 -1.061
H -3.625 -0.022 0.337
C -0.986 -0.349 -1.654
C -1.150 -1.647 -1.161
H -0.517 -2.493 -1.358
H -2.615 -2.491 0.282
H -2.085 1.528 -1.227
H -0.194 -0.004 -2.296
O 1.131 0.140 0.121
C 2.222 1.394 -2.380
C 2.948 0.509 -1.432
C 1.971 2.807 -2.010
C 1.987 0.936 -3.771
C 2.047 -0.504 -0.717
H 3.457 1.094 -0.661
H 3.718 -0.066 -1.956
H 1.550 -1.140 -1.456
H 2.654 -1.168 -0.092
H 2.840 3.450 -2.217
H 1.764 2.902 -0.945
H 1.134 3.235 -2.563
H 2.850 1.136 -4.424
H 1.134 1.436 -4.232
H 1.813 -0.141 -3.822
C -1.901 -2.860 2.850
O -0.747 -3.084 2.127
C 0.076 -2.184 1.518
O 1.218 -2.540 1.293
H -2.439 -3.823 2.963
H -2.577 -2.137 2.368
H -1.658 -2.523 3.875
*
```

Properties
orbital gap (alpha / beta) = 2.1128 / 2.0601 eV
<S²> = 6.0176
largest force on an atom = 6.41 eV/A
lowest unoccupied orbital energy (alpha / beta) = 4.6 / 4.6 eV
HOMO level (alpha / beta) = 2.50 / 2.50 eV



Record 2
This record from the Open Molecules 2025 dataset describes a structure of composition C22H49DyN2P3S2. The level of theory is ωB97M-V with the def2-TZVPD basis set.

```
! wB97M-V def2-TZVPD RIJCOSX def2/J DEFGRID3
* xyz 3 6
Dy -0.184 -0.086 -0.206
P 2.010 1.185 1.083
P -2.047 1.740 0.177
P 0.592 0.930 -2.527
H -1.102 -2.635 -0.503
C -0.245 -2.268 -1.157
C 1.024 -2.131 -0.675
H 1.329 -2.500 0.337
C 2.415 0.707 2.775
C 1.875 2.993 1.151
C 3.475 0.732 0.142
C -3.484 1.034 -0.626
C -2.426 2.091 1.880
C -1.631 3.295 -0.587
C 1.713 -0.240 -3.265
C 1.293 2.557 -2.488
C -0.980 0.856 -3.383
H -0.572 -1.882 -2.179
H 1.881 -1.758 -1.290
H 2.458 -0.388 2.871
H 1.681 1.113 3.477
H 3.378 1.177 2.979
H 1.038 3.283 1.806
H 1.755 3.397 0.137
H 2.846 3.253 1.588
H 3.592 -0.361 0.191
H 4.246 1.261 0.713
H 3.399 1.092 -0.894
H -4.180 1.855 -0.443
H -3.773 0.102 -0.117
H -3.282 0.866 -1.693
H -3.222 2.814 1.716
H -1.560 2.535 2.381
H -2.749 1.196 2.423
H -2.558 3.815 -0.341
H -1.486 3.184 -1.667
H -0.753 3.737 -0.097
H 1.756 0.254 -4.236
H 1.279 -1.247 -3.317
H 2.669 -0.245 -2.724
H 1.293 2.670 -3.575
H 2.291 2.491 -2.037
H 0.633 3.258 -1.963
H -0.595 1.079 -4.379
H -1.685 1.614 -3.018
H -1.433 -0.148 -3.343
C -0.610 -2.722 -7.076
C -1.791 -2.976 -7.799
C -2.035 -4.257 -8.300
C -1.111 -5.291 -8.089
C 0.065 -5.035 -7.371
C 0.319 -3.759 -6.867
S -0.250 -1.145 -6.413
H -1.365 -0.498 -6.840
H -2.504 -2.168 -7.958
H -2.952 -4.455 -8.859
H -1.304 -6.293 -8.482
H 0.794 -5.828 -7.198
H 1.228 -3.543 -6.307
C -2.334 -0.420 4.558
N -1.181 0.459 4.488
C -1.126 1.789 5.074
C -0.131 -0.170 3.844
S -0.240 -0.122 2.157
N 0.596 -1.180 4.400
C 0.944 -1.110 5.801
C 0.922 -2.402 3.639
H -2.391 -0.676 5.616
H -2.118 -1.318 3.951
H -3.232 0.068 4.177
H -0.320 1.765 5.820
H -0.925 2.594 4.345
H -2.106 1.937 5.534
H 0.348 -1.885 6.280
H 2.018 -1.287 5.863
H 0.680 -0.106 6.139
H 0.613 -2.390 2.576
H 0.385 -3.224 4.124
H 1.997 -2.601 3.683
*
```

Properties
relative energy (zero: lowest compared OMol25 entry of this formula, charge and spin) = 4.611 eV
orbital gap (alpha / beta) = 3.8308 / 3.9523 eV
<S²> = 9.3310
largest force on an atom = 3.84 eV/A
lowest unoccupied orbital energy (alpha / beta) = -10.0 / -9.8 eV
HOMO level (alpha / beta) = -13.78 / -13.78 eV



Record 3
This record from the Open Molecules 2025 dataset describes the molecule C16H26N2O3. The level of theory is ωB97M-V with the def2-TZVPD basis set.

```
! wB97M-V def2-TZVPD RIJCOSX def2/J DEFGRID3
* xyz 0 1
C 4.001 0.739 -1.528
H 4.629 -0.138 -1.660
H 4.547 1.620 -1.855
H 3.110 0.624 -2.142
C 3.606 0.892 -0.061
C 2.770 2.156 0.141
H 3.367 3.035 -0.083
H 1.905 2.140 -0.517
H 2.423 2.216 1.170
C 4.834 0.908 0.847
H 5.465 1.754 0.592
H 5.405 -0.009 0.721
H 4.531 0.993 1.888
O 2.713 -0.183 0.325
C 3.107 -1.453 0.225
O 4.191 -1.868 -0.087
N 2.096 -2.298 0.639
H 2.209 -3.260 0.340
N 0.780 -1.851 0.710
C 0.113 -1.489 -0.431
O 0.562 -1.734 -1.525
C -1.235 -0.814 -0.187
C -2.113 -1.636 0.764
C -3.452 -0.923 0.962
C -4.167 -0.781 -0.380
C -3.296 0.039 -1.329
C -3.057 1.426 -0.735
C -2.344 1.284 0.608
C -3.209 0.461 1.562
H -2.713 0.368 2.531
H -4.163 0.967 1.724
C -1.000 0.583 0.405
H -0.474 0.516 1.360
H -0.375 1.165 -0.276
H -2.168 2.277 1.037
H -4.010 1.942 -0.596
H -2.450 2.024 -1.418
C -1.958 -0.667 -1.530
H -1.328 -0.101 -2.219
H -2.112 -1.655 -1.967
H -3.801 0.137 -2.296
H -4.355 -1.769 -0.807
H -5.131 -0.288 -0.237
H -4.073 -1.513 1.647
H -1.627 -1.764 1.733
H -2.279 -2.629 0.340
H 0.525 -1.440 1.597
*
```

Properties
relative energy (zero: lowest compared OMol25 entry of this formula, charge and spin) = 0.241 eV
orbital gap = 10.2403 eV
largest force on an atom = 0.71 eV/A
lowest unoccupied orbital energy = 0.6 eV
HOMO level = -9.65 eV



Record 4
This record from the Open Molecules 2025 dataset describes the molecule CHBrN2. The level of theory is ωB97M-V with the def2-TZVPD basis set.

```
! wB97M-V def2-TZVPD RIJCOSX def2/J DEFGRID3
* xyz 0 1
C 0.588 0.529 0.166
N 0.191 1.638 -0.111
N -0.680 2.294 0.047
Br 2.451 0.070 -0.002
H -0.045 -0.328 -0.009
*
```

Properties
relative energy (zero: lowest compared OMol25 entry of this formula, charge and spin) = 1.541 eV
orbital gap = 8.2387 eV
largest force on an atom = 8.94 eV/A
lowest unoccupied orbital energy = -0.4 eV
HOMO level = -8.68 eV



Record 5
This record from the Open Molecules 2025 dataset describes a cluster of 4 separate species, C23H34F3N3O7 in total. The level of theory is ωB97M-V with the def2-TZVPD basis set.

```
! wB97M-V def2-TZVPD RIJCOSX def2/J DEFGRID3
* xyz 0 1
N 3.685 -0.340 -1.118
C 3.302 -1.280 -0.565
C 2.785 -2.468 0.100
C 2.124 -3.335 -0.977
C 0.890 -2.664 -1.590
C -0.406 -3.013 -0.842
C -0.889 -1.938 0.125
C -1.583 -0.738 -0.548
N -1.258 -0.606 -1.979
C 3.955 -3.133 0.883
C 4.307 -4.442 0.351
N 4.299 -5.513 -0.111
C 3.643 -3.318 2.363
O 4.033 -2.132 3.060
C 4.239 -2.294 4.380
F 5.446 -2.824 4.626
F 3.332 -3.098 4.957
F 4.178 -1.105 4.969
H 2.032 -2.112 0.793
H 1.857 -4.302 -0.576
H 2.868 -3.479 -1.751
H 0.817 -3.015 -2.608
H 0.996 -1.592 -1.599
H -1.178 -3.292 -1.541
H -0.219 -3.907 -0.251
H -1.613 -2.403 0.782
H -0.046 -1.584 0.710
H -1.241 0.156 -0.058
H -2.656 -0.789 -0.416
H -1.038 0.343 -2.220
H -1.997 -0.956 -2.563
H 4.829 -2.506 0.765
H 4.164 -4.189 2.731
H 2.578 -3.477 2.483
O -2.761 1.322 1.762
C -1.904 2.071 2.124
O -0.634 2.007 1.649
C 0.201 2.961 2.334
C -0.756 4.012 2.880
C -2.009 3.182 3.151
H 0.739 2.437 3.127
H 0.921 3.364 1.627
H -0.374 4.534 3.752
H -0.967 4.757 2.112
H -1.999 2.734 4.146
H -2.928 3.743 3.015
O -2.422 6.243 4.289
C -2.585 7.105 3.479
O -1.567 7.622 2.753
C -2.039 8.707 1.933
C -3.536 8.469 1.781
C -3.882 7.798 3.110
H -1.817 9.645 2.444
H -1.506 8.687 0.986
H -4.095 9.381 1.581
H -3.719 7.775 0.960
H -4.117 8.524 3.890
H -4.690 7.077 3.027
O -1.612 -3.933 -3.850
C -1.201 -4.052 -4.964
O -1.097 -3.008 -5.819
C -0.666 -3.464 -7.113
C 0.028 -4.795 -6.857
C -0.748 -5.325 -5.652
H -1.547 -3.570 -7.750
H -0.008 -2.715 -7.545
H 0.018 -5.455 -7.722
H 1.068 -4.622 -6.578
H -1.634 -5.889 -5.947
H -0.139 -5.925 -4.982
*
```

Properties
orbital gap = 8.9477 eV
largest force on an atom = 2.88 eV/A
lowest unoccupied orbital energy = 0.6 eV
HOMO level = -8.39 eV



Record 6
This record from the Open Molecules 2025 dataset describes a cluster of 2 separate species, C3H3N2S in total. The level of theory is ωB97M-V with the def2-TZVPD basis set.

```
! wB97M-V def2-TZVPD RIJCOSX def2/J DEFGRID3
* xyz -1 3
C 0.687 -0.349 1.191
C 0.707 0.630 0.235
C -0.779 -0.837 -0.273
N -0.257 -1.276 0.861
N -0.226 0.294 -0.687
S -1.148 1.817 -2.740
H 1.272 -0.452 2.089
H 1.303 1.517 0.132
H -1.558 -1.344 -0.808
*
```

Properties
relative energy (zero: lowest compared OMol25 entry of this formula, charge and spin) = 0.000 eV
orbital gap (alpha / beta) = 7.7330 / 5.9913 eV
<S²> = 2.0066
largest force on an atom = 2.02 eV/A
lowest unoccupied orbital energy (alpha / beta) = 4.0 / 2.2 eV
HOMO level (alpha / beta) = -3.76 / -3.75 eV



- Number 6 is which compound?
  C3H3N2S



- Which of these has the highest largest force on an atom?
  CHBrN2



- Which value of largest force on an atom does entry 3 give?
  0.71 eV/A



- The highest largest force on an atom belongs to which entry?
  CHBrN2